No. 1
The following is a quantum chemistry calculation of a structure of composition C37H52Cl3N7O5RbS, from OMol25.

Output
charge = -1
energy above the lowest of the compared OMol25 structures with the same formula, charge and spin = 0.00 kJ/mol
HOMO level = -5.59 eV
LUMO energy = 1.822 eV
HOMO-LUMO gap = 7.41 eV

Element x y z (Å)
Rb -0.240 2.017 -2.925
C 0.603 -0.284 3.507
C 1.105 0.745 2.488
C 2.617 0.600 2.315
C 3.372 1.799 1.730
C 4.855 1.427 1.702
C 3.181 3.053 2.585
N 2.847 2.069 0.349
C 3.647 3.024 -0.457
C 4.555 2.305 -1.442
N 3.787 1.744 -2.539
C 3.503 2.808 -3.516
C 2.151 2.688 -4.235
O 1.828 1.556 -4.665
O 1.456 3.729 -4.269
C 4.320 0.456 -3.044
C 4.945 0.548 -4.439
C 3.300 -0.692 -3.034
C 2.949 -1.431 -1.722
C 4.181 -1.677 -0.853
C 2.371 -2.793 -2.146
N 1.968 -0.623 -0.947
C 1.201 -1.374 0.057
C 0.052 -0.555 0.638
N 0.388 0.741 1.208
C -0.745 1.652 1.247
C -0.327 3.132 1.175
O -1.052 3.956 1.730
O 0.714 3.383 0.474
H 1.076 -0.112 4.475
H 0.834 -1.306 3.198
H -0.475 -0.203 3.649
H 0.921 1.731 2.924
H 2.840 -0.276 1.704
H 3.059 0.412 3.299
H 5.191 1.270 2.728
H 5.472 2.217 1.272
H 5.026 0.503 1.148
H 3.351 2.800 3.633
H 2.181 3.472 2.473
H 3.897 3.831 2.316
H 2.696 1.177 -0.172
H 1.837 2.511 0.445
H 4.220 3.659 0.216
H 2.940 3.668 -0.980
H 5.074 1.502 -0.918
H 5.332 3.009 -1.787
H 4.299 2.900 -4.266
H 3.479 3.756 -2.983
H 5.136 0.180 -2.369
H 4.178 0.762 -5.185
H 5.413 -0.406 -4.684
H 5.718 1.318 -4.487
H 3.711 -1.458 -3.699
H 2.383 -0.342 -3.512
H 4.948 -2.216 -1.416
H 3.927 -2.281 0.021
H 4.613 -0.739 -0.503
H 3.082 -3.309 -2.794
H 1.436 -2.653 -2.692
H 2.181 -3.443 -1.289
H 1.266 -0.329 -1.631
H 1.870 -1.746 0.838
H 0.713 -2.252 -0.379
H -0.492 -1.206 1.342
H -0.641 -0.374 -0.184
H -1.377 1.528 2.138
H -1.386 1.465 0.381
N -1.907 -1.194 -2.913
C -0.801 -0.895 -2.697
Cl -7.518 -6.248 0.595
C -6.724 -4.701 0.512
C -7.321 -3.596 1.091
C -6.658 -2.382 1.025
C -5.421 -2.241 0.403
C -4.750 -0.878 0.411
C -4.698 -0.273 -0.984
N -4.134 1.063 -0.971
C -4.322 2.087 -0.068
C -3.548 3.120 -0.511
N -2.888 2.756 -1.661
C -3.269 1.521 -1.900
O -3.435 -0.916 0.932
C -3.368 -0.712 2.329
C -4.033 -1.815 3.100
C -5.084 -1.676 3.949
Cl -5.893 -0.214 4.365
S -5.654 -3.171 4.572
C -4.460 -4.026 3.684
C -3.676 -3.192 2.958
C -4.857 -3.378 -0.175
Cl -3.326 -3.312 -0.974
C -5.502 -4.606 -0.125
H -8.273 -3.688 1.594
H -7.103 -1.513 1.496
H -5.366 -0.231 1.049
H -5.713 -0.257 -1.390
H -4.063 -0.875 -1.638
H -4.953 1.994 0.798
H -3.381 4.074 -0.041
H -2.931 0.870 -2.693
H -3.799 0.259 2.597
H -2.305 -0.681 2.561
H -4.407 -5.101 3.747
H -2.878 -3.523 2.307
H -5.044 -5.473 -0.578

No. 2
The following is a quantum chemistry calculation of a cluster of 2 separate species, C37H52N3O5PS2 in total, from OMol25.

Output
HOMO level = -7.93 eV
LUMO energy = -1.077 eV
HOMO-LUMO gap = 6.85 eV

Element x y z (Å)
C -4.429 -2.315 2.321
C -4.636 -0.843 1.819
O -4.206 0.163 2.776
C -2.948 0.677 2.417
C -1.810 -0.229 2.564
C -0.504 0.260 2.168
C -0.324 1.621 1.627
C -1.441 2.575 1.498
N -1.243 3.915 1.015
C -1.512 4.070 -0.236
C -2.671 3.399 -1.034
C -0.611 5.080 -1.044
C -2.770 2.047 1.917
C -4.082 2.923 1.852
C -5.099 2.242 0.836
C -6.064 3.265 0.145
N -6.934 2.845 -0.942
O -6.071 4.418 0.509
C 1.143 1.980 1.202
O 1.441 3.155 1.229
C 2.105 0.833 0.833
C 3.239 0.963 -0.073
C 3.576 2.291 -0.816
C 3.446 1.969 -2.377
C 1.930 1.720 -2.788
S 1.882 1.015 -4.510
C 0.179 0.657 -4.957
S -0.171 0.443 -6.568
N -0.835 0.531 -3.928
C -1.141 -0.915 -3.640
C -1.347 -1.067 -2.064
C -2.124 1.131 -4.340
C -2.044 2.673 -4.683
C 4.127 -0.194 -0.322
C 3.944 -1.505 0.294
P 5.045 -2.987 0.072
C 4.644 -3.954 -1.481
C 3.080 -4.316 -1.399
C 6.866 -2.560 0.212
C 7.159 -1.215 1.001
C 2.762 -1.644 1.177
C 1.896 -0.515 1.421
C 0.685 -0.734 2.349
O 0.654 -1.629 3.163
H -5.045 -3.027 1.704
H -4.736 -2.443 3.393
H -3.367 -2.663 2.212
H -5.744 -0.703 1.668
H -4.090 -0.752 0.838
H -1.940 -1.263 2.940
H -3.626 3.846 -0.635
H -2.607 3.730 -2.099
H -2.667 2.282 -0.994
H -1.175 6.059 -1.043
H 0.366 5.273 -0.542
H -0.529 4.702 -2.091
H -4.591 2.869 2.855
H -3.853 3.984 1.599
H -5.733 1.453 1.314
H -4.475 1.735 0.048
H -6.943 1.820 -0.922
H -6.523 3.154 -1.827
H 4.647 2.560 -0.634
H 2.871 3.130 -0.621
H 3.989 1.028 -2.662
H 3.892 2.784 -3.012
H 1.452 2.730 -2.854
H 1.406 1.009 -2.107
H -0.371 -1.610 -4.052
H -2.119 -1.205 -4.112
H -1.310 -0.083 -1.536
H -2.369 -1.496 -1.846
H -0.589 -1.807 -1.702
H -2.616 0.611 -5.206
H -2.825 1.005 -3.465
H -1.052 3.140 -4.461
H -2.324 2.824 -5.763
H -2.858 3.181 -4.097
H 4.994 -0.019 -1.008
H 5.221 -4.915 -1.507
H 4.776 -3.363 -2.431
H 2.730 -4.105 -0.350
H 2.895 -5.401 -1.579
H 2.543 -3.635 -2.102
H 7.359 -3.376 0.813
H 7.380 -2.559 -0.786
H 6.568 -1.124 1.945
H 7.068 -0.331 0.322
H 8.245 -1.253 1.304
H 2.582 -2.642 1.644
C 1.168 -4.400 4.178
C 1.360 -5.259 5.400
O 2.005 -6.285 5.358
C 0.715 -4.791 6.681
H 1.685 -4.856 3.332
H 0.106 -4.323 3.939
H 1.587 -3.409 4.350
H -0.367 -4.731 6.552
H 1.115 -3.815 6.963
H 0.934 -5.503 7.476

No. 3
The following is a quantum chemistry calculation of a cluster of 10 separate species, C37H52N6O7 in total, from OMol25.

Output
HOMO level = -8.01 eV
LUMO energy = 0.315 eV
HOMO-LUMO gap = 8.32 eV

Element x y z (Å)
O 12.976 -4.851 22.065
C 12.859 -5.505 21.071
O 13.271 -5.091 19.866
C 13.335 -6.160 18.884
C 13.216 -7.429 19.735
C 12.419 -6.950 20.960
H 14.262 -6.046 18.333
H 12.462 -6.071 18.235
H 14.124 -7.941 20.047
H 12.567 -8.192 19.304
H 12.686 -7.461 21.882
H 11.345 -7.014 20.781
O 18.209 -14.077 22.981
C 17.026 -14.088 22.819
O 16.480 -14.848 21.846
C 15.056 -14.705 21.761
C 14.713 -13.515 22.687
C 15.937 -13.347 23.567
H 14.426 -15.573 21.952
H 14.886 -14.378 20.734
H 13.886 -13.752 23.348
H 14.687 -12.646 22.035
H 15.848 -13.789 24.560
H 16.310 -12.325 23.638
O 18.251 -7.998 20.903
C 18.407 -8.130 22.083
O 19.624 -8.391 22.599
C 19.640 -8.275 24.040
C 18.252 -7.709 24.353
C 17.371 -8.104 23.187
H 20.433 -7.593 24.325
H 19.730 -9.227 24.561
H 18.222 -6.618 24.439
H 17.821 -8.006 25.314
H 16.515 -7.484 22.941
H 16.983 -9.122 23.300
C 17.576 -15.070 18.487
O 16.697 -14.402 17.567
H 18.519 -14.541 18.582
H 17.079 -15.282 19.431
H 17.858 -16.024 18.021
H 15.922 -14.947 17.417
N 9.967 -12.569 22.523
C 11.041 -13.200 21.940
C 11.472 -12.414 20.909
C 10.624 -11.292 20.805
C 9.705 -11.419 21.826
H 9.430 -12.968 23.267
H 11.485 -14.121 22.278
H 12.319 -12.576 20.265
H 10.600 -10.521 20.057
H 8.901 -10.751 22.087
N 11.493 -9.276 16.738
C 12.227 -10.101 17.536
C 11.490 -11.260 17.713
C 10.261 -11.097 17.012
C 10.290 -9.849 16.442
H 11.775 -8.324 16.587
H 13.208 -9.853 17.896
H 11.841 -12.168 18.169
H 9.498 -11.837 16.845
H 9.702 -9.272 15.743
N 13.980 -10.541 25.730
C 13.177 -10.879 24.682
C 13.253 -9.869 23.727
C 14.109 -8.883 24.277
C 14.512 -9.301 25.504
H 14.059 -11.086 26.566
H 12.604 -11.788 24.596
H 12.684 -9.893 22.812
H 14.332 -7.977 23.734
H 15.201 -8.906 26.234
N 16.604 -8.244 18.334
C 15.671 -8.829 17.544
C 15.312 -7.940 16.553
C 16.090 -6.792 16.748
C 16.890 -6.980 17.864
H 17.105 -8.697 19.081
H 15.324 -9.843 17.657
H 14.609 -8.208 15.781
H 16.166 -5.931 16.101
H 17.654 -6.407 18.358
N 16.162 -12.089 19.381
C 14.812 -11.921 19.446
C 14.457 -10.867 20.235
C 15.705 -10.297 20.660
C 16.714 -11.063 20.107
H 16.630 -12.682 18.710
H 14.238 -12.670 18.912
H 13.451 -10.645 20.546
H 15.788 -9.477 21.353
H 17.787 -10.930 20.071
N 18.348 -10.778 16.886
C 19.106 -9.867 17.562
C 20.133 -10.574 18.167
C 19.905 -11.941 17.962
C 18.827 -12.040 17.089
H 17.565 -10.658 16.268
H 18.940 -8.809 17.517
H 20.878 -10.088 18.776
H 20.499 -12.757 18.339
H 18.311 -12.885 16.662

No. 4
The following is a quantum chemistry calculation of a structure of composition C37H53BN6V, from OMol25.

Output
expectation value of S² = 3.7596
energy above the lowest of the compared OMol25 structures with the same formula, charge and spin = 0.00 kJ/mol
HOMO level (spin up / spin down) = -6.84 / -7.49 eV
2S+1 = 4
LUMO energy (spin up / spin down) = 0.676 / 0.675 eV
HOMO-LUMO gap (spin up / spin down) = 7.52 / 8.17 eV

Element x y z (Å)
V 1.210 -0.705 -0.135
C 3.189 -0.825 2.937
C 1.864 -1.174 3.609
C 1.620 -2.684 3.640
C 0.696 -0.407 3.047
C -0.338 0.121 3.823
C -1.148 0.826 2.960
C -2.446 1.482 3.352
C -3.618 0.947 2.531
C -2.416 3.009 3.390
N -0.606 0.732 1.720
N 0.513 -0.056 1.775
B -0.910 1.558 0.428
N 0.420 2.194 -0.126
N 1.515 1.405 -0.354
C 2.495 2.181 -0.794
C 2.040 3.500 -0.875
C 0.722 3.471 -0.468
C -0.196 4.655 -0.618
C -1.086 5.044 0.558
C -1.015 4.485 -1.903
C 3.861 1.687 -1.182
C 4.082 1.878 -2.686
C 4.133 0.243 -0.784
N -1.496 0.635 -0.695
N -0.562 -0.195 -1.223
C -1.076 -0.768 -2.305
C -2.396 -0.346 -2.458
C -2.643 0.542 -1.422
C -3.999 1.145 -1.116
C -4.944 0.928 -2.300
C -4.051 2.620 -0.720
C -0.259 -1.629 -3.227
C -0.648 -3.108 -3.157
C 1.238 -1.435 -2.993
H 4.014 -1.289 3.480
H 3.209 -1.207 1.918
H 3.350 0.255 2.919
H 1.922 -0.834 4.648
H 1.590 -3.092 2.632
H 2.426 -3.182 4.182
H 0.677 -2.919 4.136
H -0.475 0.007 4.886
H -2.593 1.152 4.384
H -3.430 1.077 1.470
H -3.770 -0.117 2.715
H -4.539 1.478 2.782
H -2.404 3.438 2.393
H -3.303 3.381 3.906
H -1.535 3.370 3.923
H -1.659 2.425 0.698
H 2.587 4.366 -1.208
H 0.496 5.486 -0.776
H -2.003 4.460 0.572
H -0.578 4.921 1.515
H -1.374 6.092 0.456
H -1.577 3.552 -1.870
H -1.720 5.310 -2.026
H -0.364 4.450 -2.778
H 4.580 2.323 -0.655
H 3.382 1.259 -3.252
H 3.930 2.915 -2.985
H 5.096 1.585 -2.965
H 3.522 -0.453 -1.367
H 5.174 -0.013 -0.987
H 3.943 0.069 0.277
H -3.066 -0.637 -3.247
H -4.409 0.560 -0.284
H -4.556 1.413 -3.198
H -5.099 -0.128 -2.517
H -5.917 1.363 -2.072
H -3.688 3.252 -1.531
H -5.091 2.892 -0.528
H -3.483 2.849 0.177
H -0.486 -1.273 -4.237
H -0.403 -3.529 -2.182
H -1.719 -3.237 -3.321
H -0.114 -3.678 -3.919
H 1.561 -1.936 -2.069
H 1.820 -1.913 -3.782
H 1.506 -0.376 -2.970
C -0.915 -5.692 0.156
C -1.210 -4.359 0.515
C -0.219 -3.419 0.523
C 1.128 -3.731 0.176
C 2.136 -2.705 0.147
C 3.416 -3.147 -0.109
C 3.736 -4.503 -0.357
C 2.757 -5.452 -0.393
C 1.414 -5.088 -0.130
C 0.368 -6.044 -0.151
H -1.702 -6.436 0.139
H -2.222 -4.083 0.785
H -0.464 -2.404 0.827
H 4.239 -2.436 -0.140
H 4.766 -4.785 -0.542
H 2.993 -6.487 -0.613
H 0.608 -7.071 -0.404

| no. | maximum force (eV/Å) |
| --- | --- |
| 1 | 0.53 |
| 2 | 3.45 |
| 3 | 1.96 |
| 4 | 0.52 |